This record from the Open Molecules 2025 dataset describes C22H24ClN3O5S in the gas phase. The level of theory is ωB97M-V/def2-TZVPD.

ΔE to the lowest compared entry with this formula, charge and spin: 489.9 kcal per mole
SMILES string: O=C(CN1C(=O)COc2ccc(S(=O)(=O)N3CCCCC3)cc21)NCc1ccc(Cl)cc1
Total charge: 0

```
56
Properties=species:S:1:pos:R:3:forces:R:3
O -4.18465 -0.45875 1.42665 3.318 1.007 0.258
C -3.05328 0.04823 1.72005 -4.327 2.134 -0.684
N -2.11235 -0.50118 2.41606 -9.635 -8.396 -1.401
H -1.31396 -0.20786 2.58918 9.270 3.533 1.712
C -2.28894 -2.21947 2.41813 -4.478 6.541 13.964
C -1.62206 -2.76093 1.47347 2.169 -1.927 -5.302
C -2.22269 -2.78476 0.31790 -0.844 -0.091 -10.172
C -1.45543 -3.11740 -1.06102 -2.025 0.277 5.276
C -0.21087 -3.62058 -0.84627 1.058 -0.053 4.749
C 0.45294 -3.73899 0.49907 -4.603 3.051 0.046
C -0.35278 -2.99951 1.60798 6.466 -5.953 -7.967
H 0.05359 -3.11927 2.46659 2.726 0.027 5.812
H 1.43084 -4.26915 0.52365 -0.878 0.928 0.458
Cl 0.75499 -4.12207 -2.07328 1.535 -1.008 -2.707
H -1.88000 -3.13750 -2.05307 -0.350 0.316 0.167
H -3.19975 -2.29465 0.14460 0.430 -0.760 0.468
H -3.33250 -2.49254 2.60095 0.047 0.831 -0.872
H -1.90961 -2.37415 3.60938 -0.346 0.055 -3.285
C -2.79071 1.62197 1.27661 -2.848 -0.953 10.747
N -2.86387 1.57387 0.00356 0.185 -0.589 -12.780
C -4.00192 1.92209 -0.87974 -2.024 7.061 15.387
O -4.93338 2.70270 -0.12717 4.669 -4.544 -5.632
C -4.10904 1.52601 -2.15561 -3.131 -3.691 -3.662
O -2.99803 1.04929 -2.71750 -2.169 0.409 -7.410
C -1.89734 0.73939 -2.38241 9.460 -4.814 11.450
C -0.79472 -0.10482 -2.79649 -4.072 0.829 -3.901
C 0.25579 -0.73199 -2.09706 -2.976 6.647 4.381
C 0.39084 -0.06247 -0.78993 -0.766 -4.640 -1.694
C -0.72319 0.43204 0.00745 2.995 -1.190 -5.354
C -1.76857 0.80465 -0.69414 -3.828 2.620 -3.434
H -0.45357 0.81308 0.87829 0.676 1.041 4.077
S 1.73349 -0.64992 0.12901 -2.337 4.071 8.179
O 2.53717 -1.67446 -0.29009 2.545 -4.141 -3.385
O 1.28441 -0.87423 1.59122 0.819 1.474 -3.847
N 2.60112 0.74527 0.17148 0.731 3.792 1.193
C 3.32507 1.19092 -1.07811 -4.307 -9.129 -2.763
C 3.85497 2.41670 -1.39562 0.571 1.319 9.456
C 4.79141 2.71088 0.19107 6.531 1.593 -13.388
C 4.06959 2.47565 1.26960 -5.136 -1.619 6.265
C 3.43431 1.13315 1.37329 0.662 -5.149 -0.078
H 3.06723 0.72640 2.35005 -1.175 1.643 -0.749
H 4.24472 0.36216 1.45584 0.405 0.430 -0.986
H 3.15769 3.08523 1.39623 0.860 0.959 0.139
H 4.72595 2.43144 2.11473 0.088 0.856 1.182
H 5.03843 3.78442 -0.19428 0.052 -1.716 1.839
H 5.81726 1.96935 -0.17258 -2.957 2.145 1.938
H 3.07534 3.00169 -1.13429 -2.174 3.510 -0.844
H 4.46062 2.38484 -2.14657 3.207 0.672 -4.620
H 2.56254 0.89520 -1.99226 1.106 0.597 1.965
H 3.96494 0.32321 -1.18714 1.234 0.128 -0.403
H 1.04527 -1.07344 -2.62509 2.349 -1.760 -1.290
H -0.97155 -0.28968 -3.88963 0.800 -0.322 0.787
H -4.38241 2.24747 -2.92572 -1.498 0.101 0.805
H -4.73755 0.48061 -2.04301 0.184 2.726 -0.540
H -1.86423 1.83893 1.90106 -0.592 0.659 -1.723
H -3.70159 2.24298 1.82491 2.326 -1.537 -1.826
```
Positions in Å, forces in eV/Å.

=====

This record from the Open Molecules 2025 dataset describes a molecular structure, C22H24CuN6O4Si. The level of theory is ωB97M-V/def2-TZVPD.

ΔE to the lowest compared entry with this formula, charge and spin: 0.0 kcal per mole
<S²>: 0.75
2S+1: 2
Total charge: 0

```
58
Properties=species:S:1:pos:R:3:forces:R:3
Cu -0.01782 -0.06621 -0.28824 -0.522 -0.712 -0.351
O 1.86468 0.00369 0.19566 0.038 -0.132 -0.305
C 2.54548 1.01409 0.02296 0.759 0.280 0.089
C 2.13828 2.33729 -0.33524 -0.675 0.078 -0.243
C 3.08898 3.35659 -0.23704 0.197 0.506 0.001
C 2.76888 4.66949 -0.51474 -0.642 -1.127 -0.028
C 1.46238 5.00399 -0.92984 0.201 0.012 0.064
C 0.53018 4.02929 -1.08214 -0.062 -0.140 0.031
C 0.80548 2.64839 -0.80304 0.514 0.538 0.024
O -0.10052 1.79449 -1.00044 -0.132 -0.678 0.069
N 3.75788 5.68699 -0.39454 0.629 0.554 0.124
O 3.41978 6.84249 -0.59004 -0.067 0.024 -0.029
O 4.89488 5.35619 -0.10174 0.057 -0.037 0.034
H 3.63558 0.90249 0.16596 -0.136 0.009 0.160
H 4.09578 3.13019 0.08696 0.050 -0.043 -0.017
H 1.23518 6.04209 -1.12114 -0.037 0.014 -0.058
H -0.46772 4.26309 -1.42014 -0.092 0.014 -0.023
N -3.73372 1.13679 1.03706 0.369 0.030 0.258
C -4.19152 0.60009 -0.13294 -0.031 -0.284 -0.318
C -3.11642 -0.00561 -0.71614 -0.631 0.123 -0.195
N -2.02822 0.16379 0.06416 0.510 0.270 0.451
C -2.40662 0.85909 1.11696 -0.525 -0.182 -0.339
C -1.49742 1.28559 2.14076 0.361 0.371 0.595
N -0.19982 1.36849 1.94756 -0.456 -0.244 -0.505
C 0.32978 1.82699 3.10346 -0.112 0.015 0.641
C -0.65952 2.01579 4.02946 0.422 0.206 0.042
N -1.82572 1.67869 3.40676 -0.158 -0.130 -0.305
H -4.28662 1.65009 1.70476 0.113 -0.013 -0.120
H -5.21022 0.69979 -0.44484 -0.175 -0.039 -0.040
H -3.05992 -0.53631 -1.64184 -0.015 -0.155 -0.247
H 1.38388 1.97969 3.22016 0.194 0.054 0.035
H -0.62902 2.37419 5.03876 -0.027 0.010 0.150
H -2.73072 1.65669 3.84806 0.075 -0.042 -0.098
C 2.27178 -1.79671 -2.40954 -0.625 -0.285 -0.004
Si 0.50588 -2.50331 -2.20314 -0.163 0.247 -0.353
C 0.46488 -4.31931 -2.82054 0.001 0.605 0.444
C -0.67622 -1.55301 -3.36734 0.615 -0.335 0.285
N -0.05542 -2.07761 -0.61874 0.594 1.087 -0.857
C -0.40512 -2.82441 0.44216 -0.377 -0.386 0.742
C -0.74192 -2.20001 1.66336 0.216 -0.138 -0.116
C -1.26212 -2.91031 2.72056 -0.137 -0.107 0.154
C -1.46152 -4.28041 2.62636 -0.094 -0.028 0.202
C -1.05182 -4.93001 1.47136 -0.066 -0.033 0.230
C -0.51252 -4.23091 0.41506 -0.069 0.162 -0.074
H 2.82758 -2.24011 -3.22824 0.022 -0.144 -0.262
H 2.85408 -1.92731 -1.50414 0.038 -0.086 0.229
H 2.20568 -0.73091 -2.60384 0.006 0.307 -0.044
H 0.65818 -4.33381 -3.88984 0.092 0.152 -0.204
H -0.51032 -4.77381 -2.67124 -0.179 -0.031 0.061
H 1.20898 -4.95401 -2.34924 0.136 -0.081 0.143
H -0.30132 -1.54141 -4.38444 0.096 0.060 -0.309
H -0.77462 -0.52301 -3.03634 -0.022 0.295 0.036
H -1.66632 -1.99831 -3.39084 -0.179 -0.160 0.102
H -0.55672 -1.13961 1.75886 -0.016 0.005 0.148
H -1.52452 -2.38941 3.63346 -0.006 0.030 0.063
H -1.92092 -4.82601 3.43756 0.055 -0.062 0.073
H -1.16022 -6.00361 1.40176 0.008 -0.091 -0.057
H -0.21092 -4.76141 -0.46854 0.056 -0.128 -0.180
```
Positions in Å, forces in eV/Å.

=====

This record from the Open Molecules 2025 dataset describes a molecular structure, C22H24F2N2O2. The level of theory is ωB97M-V/def2-TZVPD.

Calculated total energy: -35696.2702 eV
Total charge: 0

```
52
Properties=species:S:1:pos:R:3:forces:R:3
O 1.27484 -3.61329 1.07149 0.051 -3.404 -0.302
C 1.57607 -2.61877 0.48356 2.012 0.974 -1.398
N 1.10900 -1.50970 0.92988 -1.136 10.574 -1.988
H 1.26772 -0.49067 0.42425 0.473 -3.733 0.679
C 0.09655 -1.15549 1.79448 0.131 -3.534 9.767
C 0.31433 0.19400 2.74244 8.773 -2.760 -8.662
N 0.02859 1.31617 1.86193 9.211 -3.539 1.944
C -1.09377 1.27968 1.33053 -10.936 1.436 -1.467
C -1.49142 0.04165 0.60445 -3.581 -1.909 -2.397
C -1.36012 -1.24643 1.45034 3.915 3.659 -1.026
H -1.35495 -2.17832 1.07250 -1.433 -3.007 -2.134
H -1.83674 -1.18861 2.37075 -1.430 0.206 1.402
H -1.05413 0.01491 -0.47586 -0.315 -0.148 2.122
H -2.61791 -0.01061 0.43972 1.143 1.113 -0.253
H -1.24879 2.15903 0.65773 -0.241 -0.613 0.561
H -1.93426 1.46361 2.38064 0.853 -0.312 -2.524
C 0.57230 2.49754 2.15965 3.074 2.928 7.137
C 0.82748 3.46470 1.11491 -0.364 -13.083 -2.188
C 0.99110 4.64367 1.27069 -0.135 15.630 4.692
C 1.04998 5.69617 0.38722 1.701 1.050 -6.549
C 1.35225 5.26956 -1.07767 -2.484 -2.992 10.907
C 1.27620 3.91885 -1.05533 3.340 -4.239 -7.925
C 1.14165 2.91725 -0.11320 -0.850 5.558 -0.326
H 1.03260 1.93328 -0.24405 0.002 -3.505 -1.097
H 1.70844 3.41981 -2.33880 -1.627 1.225 3.800
H 1.41729 5.83743 -1.85447 0.521 3.448 -4.407
H 0.95679 6.82202 0.36923 0.110 -1.593 1.612
F 0.84067 5.15108 2.60606 0.128 -0.620 -0.916
H 0.01371 3.01484 3.08467 0.583 -0.688 -1.688
H 1.62310 2.26868 2.70380 -2.054 0.616 -1.235
H 1.52968 0.06445 3.11874 -3.367 1.007 -1.281
H -0.19538 0.24093 3.51936 -5.162 -0.121 7.127
H 0.28001 -2.11412 2.71884 -0.719 2.600 -2.171
C 2.54602 -2.25290 -0.70132 1.171 -6.641 1.057
H 3.35662 -3.02102 -0.53968 -0.470 0.097 -0.168
H 3.14801 -1.46281 -0.46709 0.503 3.125 -0.007
C 1.97974 -2.57224 -2.07416 -7.126 -0.935 7.059
C 0.51826 -1.61860 -1.82128 14.802 5.612 -3.942
O 0.86902 -0.40400 -1.99914 -2.153 -2.434 1.350
C -0.61751 -2.15100 -1.89289 -14.164 -3.146 -2.909
C -1.17825 -3.44598 -1.41457 12.965 4.085 2.732
C -2.36166 -3.79835 -1.24030 -7.109 -1.981 -3.315
C -3.27158 -3.05043 -2.15172 -3.284 -0.552 -0.045
C -3.06144 -1.84369 -2.84454 4.786 -3.697 3.465
C -1.55081 -1.40146 -2.70932 -4.908 -6.585 4.247
H -1.49613 -0.63867 -3.28461 2.003 5.374 -3.314
H -3.87078 -1.43296 -3.36625 -0.527 0.873 -0.943
F -4.67428 -3.68511 -2.33559 3.938 1.814 0.685
H -2.43384 -4.87155 -1.04792 -1.192 0.483 0.648
H -0.20256 -3.86735 -0.78109 -3.032 -0.168 -1.573
H 1.60822 -3.63114 -2.04957 0.845 0.770 -0.326
H 2.60006 -2.35404 -2.78742 2.766 1.682 -4.515
```
Positions in Å, forces in eV/Å.

=====

This record from the Open Molecules 2025 dataset describes a molecular structure, C22H24F3NO3P2Zr. The level of theory is ωB97M-V/def2-TZVPD.

ΔE to the lowest compared entry with this formula, charge and spin: 0.0 kcal per mole
Total charge: +2

```
56
Properties=species:S:1:pos:R:3:forces:R:3
C 4.39043 2.14809 -1.26725 -0.024 -0.083 0.061
C 3.32696 1.95163 -0.38538 -0.660 -0.034 -0.242
C 2.03851 2.37585 -0.80112 0.585 -0.474 -0.004
C 1.84502 2.99450 -2.03429 0.234 -0.155 -0.136
C 2.91769 3.14355 -2.91092 -0.106 0.134 0.217
C 4.18983 2.72253 -2.52230 0.028 0.065 -0.082
C 0.41933 3.39672 -2.39478 1.422 1.303 2.137
C -0.30775 3.89835 -1.15151 -0.308 0.051 0.021
C -0.02438 3.25724 0.05130 -0.474 0.282 0.615
C -0.64350 3.66380 1.25889 0.131 -0.386 -0.432
C -1.59789 4.67872 1.19363 -0.017 -0.012 -0.104
C -1.93541 5.27346 -0.02313 0.070 -0.025 -0.100
C -1.29118 4.88576 -1.20052 0.254 -0.019 0.157
H 5.38941 1.83880 -0.95164 -0.252 0.114 -0.209
H 2.73381 3.59907 -3.88612 0.237 -0.123 0.254
H 5.03382 2.84358 -3.20235 -0.252 -0.023 0.215
H 0.46383 4.21072 -3.12664 -0.145 -0.312 -0.008
H -2.07943 5.00105 2.11733 0.054 -0.012 -0.274
H -2.70269 6.04409 -0.05512 0.186 -0.155 0.024
H -1.53055 5.33906 -2.16573 -0.008 -0.013 0.395
N 0.88272 2.15824 0.00663 0.204 -0.122 0.991
Zr 0.25977 0.27193 0.39700 -0.635 0.456 -2.460
C 3.53713 1.24855 0.94662 -0.130 0.245 0.035
H 3.19127 1.86779 1.79177 0.177 -0.130 -0.230
H 4.59949 1.01630 1.09394 -0.164 0.137 0.008
C -0.32962 2.97255 2.57595 0.186 0.080 -0.184
H 0.74770 3.01321 2.81327 -0.329 0.070 -0.058
H -0.88708 3.44133 3.39815 0.186 -0.043 -0.161
P 2.64247 -0.35634 1.04184 2.409 -0.017 -0.290
P -0.81321 1.19685 2.54586 -1.097 1.687 1.445
C -2.62978 1.26083 2.43990 -0.229 -0.411 -0.483
H -2.99787 0.24491 2.23722 -0.084 0.274 0.135
H -3.04764 1.61267 3.39306 0.184 -0.060 -0.262
H -2.95843 1.91909 1.62648 0.082 -0.112 0.159
C -0.56460 0.62394 4.24022 0.477 -0.677 0.076
H -1.31461 1.08136 4.89990 0.244 -0.069 -0.246
H -0.68560 -0.46813 4.24796 0.009 0.249 0.210
H 0.44550 0.87391 4.58883 -0.248 -0.086 -0.025
C 3.39377 -1.34741 -0.28904 -0.325 -0.287 -0.404
H 4.37030 -1.71643 0.05089 -0.225 0.142 -0.078
H 2.74837 -2.20876 -0.51596 0.296 0.158 0.021
H 3.52300 -0.75673 -1.20406 -0.074 -0.096 0.187
C 3.27344 -1.18485 2.50941 -0.578 -0.165 0.607
H 2.74337 -2.14144 2.61702 0.236 0.177 0.097
H 4.34851 -1.36843 2.38180 -0.296 0.120 0.020
H 3.09282 -0.57016 3.40011 0.110 -0.234 -0.122
C -0.29372 2.23752 -2.93778 -0.229 -0.116 -0.437
O -0.53011 1.17245 -2.39005 0.075 0.763 -0.486
H -0.51877 2.65014 -3.93223 -1.147 -1.970 -0.792
F -0.32112 -4.09276 -1.32836 0.038 0.476 1.227
C -0.27726 -3.71039 -0.04002 -0.286 -1.415 -0.431
F -1.26961 -4.31159 0.64692 0.948 0.767 -0.637
F 0.91644 -4.10817 0.49087 -0.966 0.638 -0.420
C -0.37550 -2.16475 0.08575 0.589 0.126 0.553
O -0.16803 -1.39676 -0.91782 -0.069 -0.484 0.772
O -0.48143 -1.67370 1.25741 -0.295 -0.193 -0.843
```
Positions in Å, forces in eV/Å.